Entry 1:
{"formula": "C4H10NO", "method": "ωB97M-V/def2-TZVPD", "symbols": ["C", "C", "C", "C", "N", "O", "H", "H", "H", "H", "H", "H", "H", "H", "H", "H"], "xyz": [[-0.43, -0.94, 0.21], [1.80, -0.37, -0.33], [0.41, 1.42, 0.17], [-1.87, -0.56, 0.47], [0.45, 0.02, -0.02], [-2.15, 0.42, -0.52], [-0.01, -1.92, 0.34], [2.44, 0.14, 0.53], [2.05, 0.33, -1.08], [1.90, -1.43, -0.51], [-0.27, 1.62, 1.02], [-0.02, 1.88, -0.69], [1.31, 1.87, 0.31], [-2.52, -1.49, 0.37], [-1.93, -0.01, 1.41], [-2.51, -0.17, -1.27]], "smiles": "C[N+](C)=CCO", "de_lowest_kcal_mol": 50.53, "orbital_gap_ev": 10.4, "total_charge": 1, "e_homo_ev": -15.47, "multiplicity": 1, "total_energy_ha": -288.0826}



Entry 2:
{"formula": "C4H10NO", "method": "ωB97M-V/def2-TZVPD", "symbols": ["C", "C", "C", "N", "C", "H", "H", "H", "H", "H", "H", "H", "H", "H", "H", "O"], "xyz": [[1.65, 2.16, -0.29], [0.67, 1.08, 0.00], [0.90, -0.21, -0.19], [-0.12, -1.17, 0.14], [0.07, -2.41, 0.31], [2.59, 1.82, -0.68], [1.16, 2.87, -0.96], [1.82, 2.77, 0.61], [-0.19, 1.38, 0.59], [1.72, -0.67, -0.74], [-1.05, -0.76, 0.34], [-0.74, -3.05, 0.65], [1.03, -2.88, 0.28], [-2.76, 0.91, -0.64], [-3.22, 0.07, 0.63], [-2.48, 0.32, 0.06]], "de_lowest_kcal_mol": 24.26, "orbital_gap_ev": 9.5, "total_charge": 1, "e_homo_ev": -14.18, "multiplicity": 1, "total_energy_ha": -288.1244}



Entry 3:
{"formula": "C4H10NO2", "method": "ωB97M-V/def2-TZVPD", "symbols": ["C", "O", "C", "C", "C", "O", "N", "H", "H", "H", "H", "H", "H", "H", "H", "H", "H"], "xyz": [[-1.94, 0.71, 0.08], [-2.73, 0.50, -0.97], [-0.39, 0.26, -0.29], [0.47, 0.13, 0.92], [1.99, -0.09, 0.56], [2.16, -1.21, -0.33], [-0.47, -0.98, -1.12], [-2.17, 0.22, 1.06], [-1.85, 1.79, 0.41], [-0.08, 1.03, -0.98], [0.21, -0.75, 1.60], [0.37, 1.10, 1.53], [2.63, -0.38, 1.36], [2.29, 0.84, 0.08], [1.24, -1.40, -0.60], [-1.50, -1.08, -1.23], [-0.24, -0.69, -2.06]], "smiles": "N[C@@H](C[O-])CCO", "de_lowest_kcal_mol": 64.18, "orbital_gap_ev": 6.9, "total_charge": -1, "e_homo_ev": -2.92, "multiplicity": 1, "total_energy_ha": -363.6221}



Entry 4:
{"formula": "C4H10NO2S", "method": "ωB97M-V/def2-TZVPD", "symbols": ["O", "C", "N", "C", "C", "S", "C", "H", "H", "H", "H", "H", "H", "H", "H", "H", "H", "O"], "xyz": [[-2.35, -3.33, 0.67], [-1.92, -2.21, 0.49], [-0.77, -1.88, -0.14], [-0.05, -0.60, 0.01], [0.18, 0.08, -1.33], [0.53, 1.86, -1.01], [1.24, -0.94, 0.78], [-2.38, -1.29, 0.91], [-0.32, -2.59, -0.69], [-0.62, 0.04, 0.68], [-0.74, -0.12, -1.89], [1.01, -0.27, -1.95], [1.03, -0.97, 1.85], [1.72, -1.87, 0.46], [2.10, -0.27, 0.71], [1.22, 3.21, 1.20], [2.48, 4.11, 0.74], [1.66, 4.08, 1.26]], "de_lowest_kcal_mol": 24.83, "orbital_gap_ev": 6.6, "total_charge": -1, "e_homo_ev": -3.01, "multiplicity": 1, "total_energy_ha": -761.8818}



Question: Which formula does entry 1 have?
Answer: C4H10NO